No. 1
{"formula": "C44H44B3FN2O8S", "method": "wB97M-V/def2-TZVPD", "lumo_energy_ev": -2.1, "homo_ev": -9.2, "gap_ev": 7.1, "largest_force_ev_per_a": 8.6, "energy_ev": -81284.8942, "smiles": "O=C=NB1OB(CON=O)OB(S(=O)(=O)F)O1.c1ccccc1.c1ccccc1.c1ccccc1.c1ccccc1.c1ccccc1.c1ccccc1.c1ccccc1", "species": ["O", "C", "N", "B", "O", "B", "C", "O", "N", "O", "O", "B", "S", "O", "O", "F", "O", "H", "H", "C", "C", "C", "C", "C", "C", "H", "H", "H", "H", "H", "H", "C", "C", "C", "C", "C", "C", "H", "H", "H", "H", "H", "H", "C", "C", "C", "C", "C", "C", "H", "H", "H", "H", "H", "H", "C", "C", "C", "C", "C", "C", "H", "H", "H", "H", "H", "H", "C", "C", "C", "C", "C", "C", "H", "H", "H", "H", "H", "H", "C", "C", "C", "C", "C", "C", "H", "H", "H", "H", "H", "H", "C", "C", "C", "C", "C", "C", "H", "H", "H", "H", "H", "H"], "positions_angstrom": [[-8.18, -0.35, -2.19], [-7.19, 0.00, -2.88], [-6.19, 0.68, -3.42], [-5.02, -0.27, -3.47], [-3.77, 0.06, -4.15], [-2.69, -0.27, -3.25], [-1.16, 0.04, -3.79], [-0.29, -1.11, -3.55], [0.99, -0.84, -3.90], [1.63, -1.76, -3.44], [-2.83, -0.81, -1.90], [-4.14, -1.35, -1.65], [-4.86, -1.75, 0.04], [-3.81, -1.74, 1.15], [-5.58, -3.09, -0.09], [-6.06, -0.58, 0.39], [-5.03, -1.58, -2.79], [-0.75, 1.05, -3.40], [-1.24, 0.16, -4.95], [1.58, -3.40, -0.79], [2.65, -4.17, -1.22], [3.09, -5.24, -0.45], [2.45, -5.55, 0.75], [1.37, -4.79, 1.18], [0.94, -3.71, 0.41], [1.23, -2.56, -1.38], [3.15, -3.93, -2.15], [3.94, -5.84, -0.78], [2.79, -6.39, 1.34], [0.87, -5.03, 2.11], [0.10, -3.11, 0.75], [8.21, -5.67, 0.01], [6.93, -5.99, 0.45], [6.64, -7.28, 0.88], [7.64, -8.25, 0.89], [8.92, -7.93, 0.46], [9.21, -6.64, 0.02], [8.43, -4.66, -0.33], [6.15, -5.23, 0.45], [5.64, -7.53, 1.21], [7.42, -9.25, 1.23], [9.70, -8.68, 0.47], [10.21, -6.39, -0.32], [-2.89, 5.26, -4.59], [-3.70, 6.21, -3.99], [-4.88, 5.83, -3.36], [-5.24, 4.48, -3.31], [-4.42, 3.53, -3.91], [-3.25, 3.91, -4.55], [-1.97, 5.56, -5.09], [-3.42, 7.26, -4.02], [-5.52, 6.58, -2.90], [-6.15, 4.18, -2.82], [-4.70, 2.48, -3.87], [-2.61, 3.17, -5.02], [11.16, -8.24, 4.51], [10.69, -7.29, 3.60], [11.27, -6.03, 3.55], [12.32, -5.71, 4.40], [12.80, -6.65, 5.31], [12.22, -7.92, 5.37], [10.71, -9.22, 4.55], [9.87, -7.54, 2.94], [10.89, -5.29, 2.85], [12.77, -4.72, 4.36], [13.62, -6.40, 5.97], [12.58, -8.65, 6.07], [-2.56, 10.27, -0.91], [-1.88, 11.44, -1.26], [-2.16, 12.07, -2.47], [-3.12, 11.54, -3.33], [-3.80, 10.37, -2.98], [-3.52, 9.74, -1.77], [-2.35, 9.78, 0.03], [-1.14, 11.86, -0.59], [-1.62, 12.97, -2.75], [-3.33, 12.03, -4.27], [-4.55, 9.96, -3.65], [-4.04, 8.83, -1.50], [-7.62, 1.28, 2.14], [-8.29, 2.40, 2.62], [-8.30, 2.68, 3.99], [-7.64, 1.83, 4.87], [-6.97, 0.71, 4.39], [-6.96, 0.43, 3.03], [-7.61, 1.07, 1.08], [-8.80, 3.07, 1.93], [-8.83, 3.55, 4.36], [-7.65, 2.04, 5.94], [-6.45, 0.05, 5.08], [-6.44, -0.44, 2.65], [-0.87, 2.35, 0.47], [-0.92, 3.37, 1.41], [-1.69, 3.22, 2.56], [-2.41, 2.05, 2.77], [-2.36, 1.02, 1.82], [-1.59, 1.18, 0.67], [-0.27, 2.47, -0.43], [-0.35, 4.29, 1.25], [-1.74, 4.02, 3.29], [-3.01, 1.93, 3.66], [-2.92, 0.11, 1.98], [-1.55, 0.38, -0.07]], "lowdin_charge": [0.16, -0.10, 0.27, -0.49, 0.23, -0.33, -0.04, -0.12, 0.00, 0.01, 0.22, -0.39, 0.93, -0.31, -0.28, -0.23, 0.19, 0.14, 0.14, -0.09, -0.09, -0.10, -0.10, -0.10, -0.09, 0.07, 0.10, 0.09, 0.10, 0.10, 0.10, -0.09, -0.10, -0.09, -0.10, -0.12, -0.10, 0.10, 0.09, 0.10, 0.10, 0.10, 0.10, -0.09, -0.09, -0.09, -0.09, -0.09, -0.09, 0.10, 0.09, 0.10, 0.10, 0.06, 0.10, -0.09, -0.09, -0.09, -0.10, -0.10, -0.10, 0.10, 0.08, 0.10, 0.10, 0.10, 0.10, -0.10, -0.10, -0.10, -0.10, -0.10, -0.10, 0.10, 0.10, 0.10, 0.10, 0.10, 0.10, -0.10, -0.09, -0.10, -0.10, -0.09, -0.09, 0.08, 0.10, 0.10, 0.10, 0.10, 0.08, -0.10, -0.10, -0.10, -0.09, -0.08, -0.09, 0.10, 0.10, 0.10, 0.10, 0.07, 0.09]}

***

No. 2
{"formula": "C44H44MgN3OP2", "method": "wB97M-V/def2-TZVPD", "lumo_energy_ev": -1.9, "homo_ev": -9.7, "gap_ev": 7.8, "largest_force_ev_per_a": 1.1, "de_lowest_kcal_mol": 0.00, "energy_ev": -76877.9631, "total_charge": 1, "species": ["Mg", "C", "N", "C", "P", "C", "C", "C", "C", "C", "C", "C", "C", "C", "C", "C", "C", "C", "C", "C", "C", "C", "C", "P", "C", "C", "C", "C", "C", "C", "C", "C", "C", "C", "C", "C", "H", "H", "H", "H", "H", "H", "H", "H", "H", "H", "H", "H", "H", "H", "H", "H", "H", "H", "H", "H", "H", "H", "H", "H", "H", "H", "H", "H", "H", "N", "C", "N", "C", "C", "O", "C", "C", "H", "H", "H", "H", "H", "H", "H", "H", "C", "C", "C", "C", "C", "C", "C", "H", "H", "H", "H", "H", "H", "H"], "positions_angstrom": [[-0.69, 0.84, 0.30], [1.51, -0.60, -1.95], [2.28, 0.55, -1.50], [2.99, 0.32, -0.25], [1.76, 0.30, 1.17], [2.29, 1.79, 2.07], [2.39, 2.99, 1.36], [2.74, 4.15, 2.01], [2.96, 4.15, 3.38], [2.82, 2.97, 4.10], [2.47, 1.80, 3.45], [2.42, -1.05, 2.19], [1.57, -2.09, 2.54], [2.04, -3.15, 3.31], [3.35, -3.16, 3.73], [4.21, -2.13, 3.38], [3.75, -1.08, 2.61], [3.11, 1.17, -2.49], [3.98, 0.44, -3.30], [4.77, 1.09, -4.22], [4.73, 2.47, -4.34], [3.87, 3.20, -3.53], [3.06, 2.55, -2.61], [-0.25, -0.01, -2.16], [-0.97, -1.30, -3.22], [-0.72, -2.65, -2.97], [-1.37, -3.63, -3.70], [-2.28, -3.27, -4.68], [-2.55, -1.93, -4.92], [-1.90, -0.95, -4.20], [0.02, 1.36, -3.32], [0.51, 1.14, -4.61], [0.68, 2.20, -5.47], [0.37, 3.49, -5.06], [-0.10, 3.72, -3.78], [-0.28, 2.65, -2.91], [1.52, -1.39, -1.19], [1.87, -1.01, -2.90], [3.70, 1.14, -0.08], [3.54, -0.63, -0.25], [2.22, 2.99, 0.29], [2.84, 5.07, 1.45], [3.23, 5.06, 3.88], [2.96, 2.98, 5.16], [2.36, 0.88, 4.02], [0.54, -2.06, 2.21], [1.38, -3.96, 3.58], [3.72, -3.98, 4.34], [5.24, -2.15, 3.71], [4.41, -0.26, 2.34], [4.04, -0.64, -3.21], [5.44, 0.52, -4.84], [5.35, 2.98, -5.06], [3.82, 4.27, -3.62], [2.38, 3.11, -1.99], [-0.01, -2.93, -2.20], [-1.17, -4.67, -3.50], [-2.80, -4.04, -5.24], [-3.27, -1.65, -5.68], [-2.11, 0.09, -4.38], [0.75, 0.13, -4.93], [1.06, 2.03, -6.47], [0.50, 4.32, -5.74], [-0.33, 4.72, -3.45], [-0.65, 2.82, -1.90], [-1.63, -1.12, 0.94], [-2.38, -1.75, 1.56], [-3.12, -2.57, 2.24], [-4.44, -2.97, 1.76], [-4.75, -4.38, 2.30], [-4.66, -4.41, 3.70], [-3.37, -4.06, 4.14], [-2.98, -2.65, 3.69], [-4.45, -2.96, 0.67], [-5.19, -2.27, 2.13], [-4.06, -5.11, 1.85], [-5.77, -4.65, 2.05], [-2.63, -4.79, 3.76], [-3.39, -4.11, 5.23], [-1.95, -2.42, 3.97], [-3.65, -1.92, 4.16], [-1.76, 2.48, 1.03], [-2.85, 1.80, 1.76], [-2.76, 1.55, 3.13], [-3.76, 0.89, 3.80], [-4.89, 0.46, 3.13], [-5.01, 0.71, 1.77], [-4.00, 1.37, 1.10], [-1.18, 3.11, 1.71], [-2.18, 3.11, 0.25], [-1.88, 1.90, 3.67], [-3.67, 0.74, 4.87], [-5.68, -0.06, 3.66], [-5.89, 0.41, 1.22], [-4.11, 1.57, 0.04]], "lowdin_charge": [0.52, -0.33, -0.23, -0.29, 1.06, -0.38, -0.10, -0.07, -0.07, -0.07, -0.09, -0.39, -0.10, -0.07, -0.07, -0.06, -0.09, -0.27, -0.02, -0.07, -0.08, -0.07, -0.03, 1.05, -0.37, -0.09, -0.08, -0.07, -0.07, -0.09, -0.39, -0.09, -0.06, -0.06, -0.07, -0.11, 0.08, 0.10, 0.11, 0.11, 0.09, 0.11, 0.11, 0.11, 0.11, 0.07, 0.10, 0.11, 0.11, 0.12, 0.12, 0.11, 0.11, 0.11, 0.10, 0.10, 0.11, 0.11, 0.11, 0.11, 0.12, 0.11, 0.11, 0.11, 0.08, 0.17, -0.23, -0.07, -0.09, -0.18, -0.11, -0.18, -0.09, 0.14, 0.12, 0.13, 0.14, 0.13, 0.14, 0.13, 0.12, -0.21, -0.39, -0.06, -0.11, -0.13, -0.10, -0.07, 0.04, 0.04, 0.11, 0.10, 0.10, 0.10, 0.11]}

***

No. 3
{"formula": "C44H44N3O12", "method": "wB97M-V/def2-TZVPD", "lumo_energy_ev": -5.0, "homo_ev": -11.1, "gap_ev": 6.2, "largest_force_ev_per_a": 3.6, "energy_ev": -75363.9970, "total_charge": 1, "species": ["C", "C", "C", "C", "C", "C", "C", "C", "C", "C", "C", "C", "C", "C", "O", "N", "O", "N", "N", "H", "H", "H", "H", "H", "H", "H", "H", "H", "H", "H", "H", "H", "H", "H", "H", "H", "H", "H", "H", "H", "H", "H", "H", "C", "C", "C", "O", "C", "C", "C", "O", "H", "H", "H", "H", "C", "C", "C", "O", "C", "C", "C", "O", "H", "H", "H", "H", "C", "C", "C", "O", "C", "C", "C", "O", "H", "H", "H", "H", "C", "C", "C", "O", "C", "C", "C", "O", "H", "H", "H", "H", "C", "C", "C", "O", "C", "C", "C", "O", "H", "H", "H", "H"], "positions_angstrom": [[-2.41, 0.45, -2.03], [-0.89, 0.24, -2.44], [-0.80, -0.83, -3.63], [0.25, -1.99, -3.27], [-0.33, -3.32, -3.86], [0.42, -4.64, -3.42], [0.88, -4.71, -1.92], [-0.15, -5.38, -0.93], [-1.66, -5.00, -1.17], [-2.48, -4.77, 0.19], [-1.81, -3.58, 0.94], [-1.33, -2.38, 0.22], [-0.71, -1.41, 1.08], [-0.59, -1.61, 2.53], [0.04, -0.65, 3.31], [1.44, -0.79, 3.00], [1.77, 0.19, 2.47], [-1.07, -2.71, 3.09], [-1.63, -3.57, 2.29], [-3.02, 0.62, -2.95], [-2.83, -0.46, -1.50], [-2.56, 1.34, -1.35], [-0.29, -0.05, -1.55], [-0.54, 1.24, -2.81], [-0.50, -0.26, -4.54], [-1.82, -1.27, -3.70], [1.28, -1.74, -3.65], [0.32, -1.97, -2.15], [-0.20, -3.25, -4.98], [-1.44, -3.37, -3.71], [1.28, -4.83, -4.10], [-0.30, -5.49, -3.59], [1.80, -5.36, -1.90], [1.20, -3.73, -1.48], [-0.05, -6.50, -0.99], [0.21, -5.12, 0.11], [-2.14, -5.86, -1.70], [-1.82, -4.08, -1.78], [-3.53, -4.56, -0.10], [-2.39, -5.72, 0.77], [-1.46, -2.27, -0.87], [-0.28, -0.47, 0.65], [-2.00, -4.41, 2.76], [4.88, 2.15, 3.61], [4.50, 2.14, 2.33], [5.13, 3.04, 1.34], [4.77, 3.04, 0.18], [6.20, 3.94, 1.82], [6.59, 3.95, 3.09], [5.96, 3.05, 4.09], [6.31, 3.05, 5.25], [4.43, 1.50, 4.35], [3.71, 1.49, 1.97], [6.65, 4.59, 1.07], [7.37, 4.60, 3.46], [7.12, 5.29, 10.33], [5.89, 5.80, 10.28], [5.04, 5.64, 9.08], [3.92, 6.10, 9.04], [5.61, 4.90, 7.93], [6.84, 4.39, 7.97], [7.69, 4.55, 9.18], [8.81, 4.09, 9.22], [7.76, 5.40, 11.20], [5.46, 6.34, 11.11], [4.97, 4.79, 7.06], [7.27, 3.85, 7.14], [-5.95, 2.42, 0.04], [-7.03, 1.81, 0.52], [-6.93, 0.78, 1.58], [-7.91, 0.22, 2.02], [-5.57, 0.46, 2.09], [-4.49, 1.07, 1.61], [-4.60, 2.10, 0.54], [-3.61, 2.66, 0.11], [-6.02, 3.18, -0.75], [-8.03, 2.03, 0.16], [-5.51, -0.29, 2.86], [-3.49, 0.85, 1.96], [-5.73, 7.89, -1.86], [-5.51, 6.58, -1.75], [-6.59, 5.60, -1.98], [-6.38, 4.40, -1.88], [-7.92, 6.12, -2.34], [-8.15, 7.43, -2.45], [-7.07, 8.42, -2.22], [-7.27, 9.61, -2.32], [-4.95, 8.63, -1.69], [-4.54, 6.18, -1.49], [-8.70, 5.39, -2.51], [-9.12, 7.83, -2.71], [3.88, -8.25, -6.11], [2.60, -7.95, -5.90], [1.98, -6.76, -6.52], [0.82, -6.48, -6.33], [2.84, -5.91, -7.38], [4.12, -6.22, -7.60], [4.74, -7.41, -6.98], [5.91, -7.69, -7.17], [4.35, -9.12, -5.67], [1.96, -8.56, -5.27], [2.37, -5.04, -7.83], [4.76, -5.61, -8.22]], "lowdin_charge": [-0.12, -0.24, -0.18, -0.20, -0.21, -0.19, -0.20, -0.19, -0.18, -0.09, -0.11, 0.09, 0.11, -0.28, -0.02, 0.07, 0.13, 0.19, 0.08, 0.09, 0.06, 0.05, 0.07, 0.11, 0.11, 0.10, 0.13, 0.06, 0.12, 0.10, 0.10, 0.12, 0.12, 0.09, 0.12, 0.11, 0.13, 0.08, 0.14, 0.13, 0.11, 0.13, 0.20, 0.03, 0.02, -0.38, 0.11, 0.03, 0.03, -0.37, 0.10, 0.12, 0.09, 0.13, 0.13, 0.02, 0.02, -0.39, 0.10, 0.02, 0.02, -0.38, 0.11, 0.12, 0.12, 0.11, 0.10, 0.03, 0.03, -0.39, 0.11, 0.02, 0.01, -0.38, 0.08, 0.07, 0.13, 0.12, 0.11, 0.03, 0.03, -0.35, 0.06, 0.03, 0.03, -0.38, 0.12, 0.13, 0.12, 0.12, 0.13, 0.02, 0.02, -0.39, 0.08, 0.02, 0.03, -0.39, 0.12, 0.12, 0.12, 0.12, 0.13]}

***

No. 4
{"formula": "C44H45BN13PS2V", "method": "wB97M-V/def2-TZVPD", "lumo_energy_ev": [-6.5, -6.5], "homo_ev": [-12.5, -12.4], "gap_ev": [6.0, 5.9], "largest_force_ev_per_a": 2.0, "de_lowest_kcal_mol": 81.48, "multiplicity": 2, "energy_ev": -123043.5235, "total_charge": 2, "species": ["V", "C", "C", "C", "C", "N", "N", "B", "N", "C", "C", "C", "C", "N", "N", "C", "C", "C", "C", "N", "N", "C", "C", "C", "C", "N", "H", "H", "H", "H", "H", "H", "H", "H", "H", "H", "H", "H", "H", "H", "H", "H", "H", "H", "H", "H", "C", "N", "C", "C", "N", "C", "C", "C", "C", "C", "C", "N", "C", "N", "C", "C", "C", "C", "C", "C", "N", "H", "H", "H", "H", "H", "H", "H", "H", "H", "H", "H", "H", "H", "H", "H", "S", "P", "S", "C", "C", "C", "C", "C", "C", "C", "C", "C", "C", "C", "C", "H", "H", "H", "H", "H", "H", "H", "H", "H", "H"], "positions_angstrom": [[0.06, -0.05, -0.12], [0.16, -5.25, 1.73], [-0.44, -4.43, 0.64], [-1.49, -4.75, -0.13], [-1.81, -3.87, -1.32], [-0.52, -3.41, -1.93], [0.08, -3.15, 0.45], [-0.52, -0.62, -3.38], [0.83, -0.18, -3.05], [1.79, 0.03, -4.00], [2.76, 0.80, -3.47], [2.36, 1.06, -2.14], [3.14, 1.96, -1.24], [1.19, 0.48, -1.88], [-1.65, -0.07, -2.62], [-2.92, 0.11, -3.06], [-3.63, 0.73, -2.08], [-2.74, 0.91, -1.01], [-3.04, 1.57, 0.28], [-1.53, 0.43, -1.34], [-0.71, -1.49, -4.49], [0.17, -2.41, -5.02], [-0.48, -3.10, -5.98], [-1.80, -2.56, -6.01], [-2.92, -2.94, -6.92], [-1.94, -1.62, -5.11], [-0.49, -6.08, 2.00], [0.36, -4.64, 2.61], [1.12, -5.68, 1.41], [-2.03, -5.68, 0.02], [-2.34, -4.45, -2.08], [1.66, -0.33, -5.00], [3.65, 1.17, -3.95], [4.17, 1.61, -1.20], [2.75, 2.03, -0.23], [3.14, 2.96, -1.68], [-3.18, -0.22, -4.05], [-4.66, 1.05, -2.12], [-4.05, 1.32, 0.61], [-3.01, 2.66, 0.16], [-2.35, 1.30, 1.07], [1.16, -2.53, -4.62], [-0.09, -3.90, -6.59], [-2.81, -3.97, -7.25], [-2.92, -2.31, -7.80], [-3.88, -2.83, -6.42], [0.02, -2.62, -0.90], [-2.55, -2.63, -1.03], [-3.14, -2.34, 0.25], [-2.35, -1.58, 1.32], [-1.19, -0.93, 1.34], [-0.87, -0.74, 2.70], [0.30, -0.31, 3.32], [0.32, -0.29, 4.70], [-0.79, -0.68, 5.46], [-1.94, -1.15, 4.86], [-1.93, -1.19, 3.47], [-2.84, -1.71, 2.57], [1.28, -2.58, -0.12], [1.52, -1.22, 0.36], [2.91, -1.15, 0.55], [3.65, -0.14, 1.14], [5.02, -0.33, 1.27], [5.62, -1.51, 0.82], [4.87, -2.53, 0.24], [3.51, -2.34, 0.12], [2.52, -3.19, -0.37], [0.08, -4.20, -2.18], [-0.51, -1.64, -0.94], [-3.19, -2.41, -1.78], [-3.44, -3.27, 0.76], [-4.06, -1.78, 0.08], [1.18, -0.02, 2.76], [1.22, 0.03, 5.21], [-0.73, -0.64, 6.54], [-2.78, -1.50, 5.44], [-3.69, -2.20, 2.80], [3.17, 0.75, 1.52], [5.63, 0.43, 1.74], [6.68, -1.64, 0.93], [5.34, -3.45, -0.09], [2.62, -4.20, -0.36], [-1.82, 2.45, 3.45], [-0.46, 3.17, 2.30], [0.53, 1.87, 0.85], [-0.98, 4.52, 1.23], [-1.06, 4.46, -0.16], [-1.52, 5.56, -0.87], [-1.88, 6.72, -0.20], [-1.80, 6.78, 1.19], [-1.35, 5.69, 1.90], [1.05, 3.70, 3.14], [1.22, 3.40, 4.48], [2.38, 3.80, 5.13], [3.35, 4.50, 4.44], [3.18, 4.81, 3.09], [2.03, 4.41, 2.44], [-0.77, 3.56, -0.69], [-1.58, 5.52, -1.95], [-2.23, 7.58, -0.76], [-2.09, 7.68, 1.71], [-1.30, 5.73, 2.98], [0.44, 2.86, 5.01], [2.51, 3.59, 6.18], [4.25, 4.83, 4.95], [3.93, 5.38, 2.56], [1.88, 4.67, 1.40]], "lowdin_spin": [0.78, 0.00, 0.00, 0.00, 0.00, 0.00, 0.01, 0.00, 0.00, 0.00, 0.00, 0.00, 0.00, 0.00, 0.00, 0.00, 0.00, 0.00, 0.00, -0.01, 0.00, 0.00, 0.00, 0.00, 0.00, 0.00, 0.00, 0.00, 0.00, 0.00, 0.00, 0.00, 0.00, 0.00, 0.00, 0.00, 0.00, 0.00, 0.00, 0.00, 0.00, 0.00, 0.00, 0.00, 0.00, 0.00, 0.01, 0.00, 0.00, 0.00, 0.00, 0.00, 0.00, 0.00, 0.00, 0.00, 0.00, 0.00, 0.01, 0.11, 0.01, 0.02, 0.00, 0.03, 0.00, 0.02, 0.01, 0.00, 0.00, 0.00, 0.00, 0.00, 0.00, 0.00, 0.00, 0.00, 0.00, 0.00, 0.00, 0.00, 0.00, 0.00, 0.03, 0.01, -0.05, 0.00, 0.00, 0.00, 0.00, 0.00, 0.00, 0.00, 0.00, 0.00, 0.00, 0.00, 0.00, 0.00, 0.00, 0.00, 0.00, 0.00, 0.00, 0.00, 0.00, 0.00, 0.00]}